# 1
Entry from the OMol25 dataset: 3 unconnected molecules or ions with the total composition C23H38NO4 at a distorted geometry (ωB97M-V with the def2-TZVPD basis set).

- Maximum force: 0.111 Eh/bohr
- Relative energy (zero: lowest compared OMol25 entry of this formula, charge and spin): 131.47 kcal per mole
- Net charge: +1
- Energy: -34134.060 eV
- E_HOMO: -0.3966 Eh
- Orbital gap: 7.6 eV
- M: 392.56 g mol⁻¹

```
66
C23H38NO4 | the OMol25 dataset | ωB97M-V with the def2-TZVPD basis set
C -0.935 -1.866 -0.154
C -0.252 -0.766 -1.127
O -0.948 -0.185 -2.012
O 1.131 -0.363 -1.034
C 1.183 0.544 0.104
C 2.434 0.124 1.031
C 3.215 -1.260 0.752
C 2.401 -2.222 1.751
N 2.377 -1.366 3.005
C 1.845 -0.041 2.527
C 2.642 1.088 3.354
C 1.882 2.530 3.258
C 1.426 2.867 4.777
C 2.210 3.906 5.604
C 1.751 4.150 7.072
C 0.549 3.336 7.596
C -0.245 2.307 6.763
C 0.201 2.047 5.309
H -2.025 -1.970 -0.479
H -0.325 -2.826 -0.226
H -0.887 -1.488 0.928
H 1.354 1.647 -0.197
H 0.183 0.513 0.670
H 3.212 0.951 0.938
H 3.353 -1.567 -0.334
H 4.262 -1.180 1.239
H 2.803 -3.285 1.910
H 1.305 -2.289 1.399
H 1.902 -1.831 3.803
H 3.388 -1.293 3.244
H 0.719 -0.107 2.679
H 3.721 1.245 3.023
H 2.681 0.733 4.453
H 2.549 3.354 2.842
H 0.953 2.481 2.573
H 3.094 4.423 5.109
H 2.348 4.906 7.684
H 0.230 3.492 8.679
H -1.125 1.702 7.159
H -0.289 1.287 4.610
C 1.022 0.303 -6.006
C 0.101 0.299 -4.806
C 0.430 1.626 -4.151
O 0.818 2.521 -5.202
C 1.013 1.765 -6.405
H 0.699 -0.360 -6.811
H 2.031 0.005 -5.701
H -0.942 0.295 -5.139
H 0.249 -0.552 -4.141
H 1.277 1.530 -3.462
H -0.418 2.045 -3.605
H 0.179 1.988 -7.079
H 1.943 2.075 -6.888
C -4.775 -3.112 -4.163
C -5.914 -2.448 -3.419
C -5.656 -2.884 -1.989
O -4.236 -3.043 -1.859
C -3.643 -3.005 -3.160
H -4.543 -2.643 -5.120
H -5.014 -4.164 -4.346
H -5.824 -1.359 -3.499
H -6.903 -2.736 -3.780
H -6.123 -3.851 -1.775
H -6.013 -2.155 -1.257
H -3.114 -2.051 -3.258
H -2.918 -3.817 -3.260
```

# 2
Entry from the OMol25 dataset: a molecular structure, C23H39Cl2N4O4Ti at a distorted geometry (ωB97M-V with the def2-TZVPD basis set).

- Maximum force: 0.074 Eh/bohr
- Relative energy (zero: lowest compared OMol25 entry of this formula, charge and spin): 7.60 kcal per mole
- Net charge: -1
- Multiplicity: 3
- Energy: -86795.819 eV
- E_HOMO (spin up / spin down): 0.0023 / -0.1329 Eh
- Orbital gap (spin up / spin down): 1.6 / 5.3 eV
- M: 554.36 g mol⁻¹

```
73
C23H39Cl2N4O4Ti | the OMol25 dataset | ωB97M-V with the def2-TZVPD basis set
O -0.072 1.276 -3.479
C -0.588 1.078 -4.567
C -0.295 1.796 -5.843
C 0.836 2.629 -5.918
H 1.566 2.623 -5.100
C 1.003 3.479 -7.015
H 1.857 4.152 -7.047
C 0.068 3.489 -8.061
H 0.191 4.170 -8.902
C -1.019 2.609 -8.012
H -1.748 2.599 -8.826
C -1.192 1.755 -6.925
H -2.026 1.050 -6.865
H -1.383 0.311 -4.681
C -2.525 2.170 -0.333
C -2.152 0.889 0.301
H -3.136 2.799 0.340
H -3.081 2.008 -1.267
H -1.622 2.739 -0.583
C -2.932 0.150 1.081
C -4.316 0.521 1.560
H -2.601 -0.814 1.473
H -4.852 1.125 0.813
H -4.283 1.092 2.503
H -4.904 -0.384 1.763
Ti -0.089 0.092 0.341
Cl 0.738 2.162 -0.098
Cl -0.890 -0.700 -1.639
H 3.482 0.799 -3.205
H 5.343 0.682 -2.089
C 2.743 0.566 -2.434
C 4.861 0.826 -1.122
N 3.498 0.332 -1.199
H 2.180 -0.336 -2.703
C 2.992 -0.398 -0.212
O 1.754 -0.604 -0.060
H 5.404 0.269 -0.352
H 3.724 -0.836 0.482
H 2.041 1.394 -2.316
H 4.892 1.893 -0.861
H -1.702 -4.931 2.182
H -0.679 -5.802 -0.251
C -2.087 -4.093 1.578
C -1.182 -4.891 -0.607
N -1.217 -3.868 0.431
H -2.134 -3.190 2.194
C -0.428 -2.803 0.336
O -0.533 -1.786 1.090
H -0.630 -4.490 -1.464
H 0.324 -2.828 -0.471
H -3.090 -4.358 1.212
H -2.204 -5.147 -0.918
C 2.705 0.299 3.058
N 1.611 -0.102 3.924
C 2.022 -0.497 5.245
C 0.888 -0.821 6.187
C -0.446 -0.989 5.511
N -0.627 0.026 4.495
C -1.966 0.566 4.314
C 0.333 0.157 3.550
O 0.053 0.502 2.347
H 2.436 1.178 2.466
H 3.017 -0.507 2.380
H 3.569 0.540 3.687
H 2.678 -1.378 5.169
H 2.645 0.308 5.662
H 0.820 -0.025 6.935
H 1.132 -1.742 6.721
H -1.275 -0.890 6.207
H -0.513 -1.994 5.059
H -2.682 -0.071 4.841
H -2.067 1.574 4.727
H -2.236 0.599 3.256
```